[1]
Density functional theory data (ωB97M-V/def2-TZVPD) for a molecular structure, C50H66Br54INO4.

```
! RIJCOSX wB97M-V def2-TZVPD def2/J DEFGRID3
* xyz 0 1
C 5.273 -2.288 1.173
C 6.028 -2.610 -0.236
C 5.150 -2.098 -1.511
C 5.456 -2.929 -2.843
C 4.780 -2.289 -4.182
C 3.321 -1.765 -3.747
C 2.240 -1.652 -4.935
C 1.073 -0.638 -4.396
C -0.194 -1.437 -3.801
C -0.820 -0.761 -2.476
C -2.095 0.163 -2.612
C -2.724 0.403 -4.087
C -2.750 0.795 -1.336
C -2.136 0.518 0.089
C -0.877 -0.375 0.250
C -0.343 -0.609 1.740
C 0.989 0.262 1.942
O 0.888 1.594 1.309
C 2.234 2.054 1.159
O 2.621 2.754 0.180
C -0.220 -1.011 -1.038
C 1.073 -1.967 -0.808
C 0.804 -3.503 -1.195
C -0.746 -3.941 -1.154
I 1.868 -4.927 0.129
C -2.926 1.187 1.329
O -2.366 1.653 2.350
C -4.530 1.253 1.128
C -5.395 1.042 2.462
N -5.263 2.170 3.450
C -5.103 1.486 -0.169
C -6.695 1.491 -0.320
C -7.211 1.550 -1.856
C -7.452 2.662 0.481
C -8.998 2.207 0.691
C -9.181 1.007 1.746
C -4.079 1.710 -1.408
O -4.277 2.551 -2.330
H 4.173 -1.970 1.000
H 5.768 -1.404 1.713
H 5.232 -3.222 1.854
H 7.043 -2.094 -0.182
H 6.089 -3.754 -0.302
H 5.374 -0.968 -1.600
H 4.052 -2.178 -1.155
H 5.041 -3.984 -2.706
H 6.599 -3.030 -2.961
H 4.787 -3.054 -5.030
H 5.427 -1.360 -4.424
H 2.905 -2.551 -3.004
H 3.473 -0.761 -3.206
H 2.674 -1.319 -5.948
H 1.823 -2.722 -5.092
H 0.798 0.001 -5.314
H 1.521 0.064 -3.614
H -0.980 -1.543 -4.642
H 0.169 -2.520 -3.609
H -3.588 -0.359 -4.179
H -3.157 1.450 -4.215
H -1.937 0.273 -4.916
H -1.128 -0.473 2.553
H -0.015 -1.718 1.794
H 1.912 -0.234 1.447
H 1.275 0.358 3.060
H 3.049 1.839 1.956
H 1.440 -1.952 0.276
H 1.914 -1.470 -1.428
H 1.212 -3.743 -2.250
H -1.331 -3.373 -1.954
H -1.184 -3.669 -0.137
H -0.812 -5.060 -1.397
H -4.982 0.093 2.975
H -6.510 0.889 2.277
H -5.065 3.067 2.987
H -6.182 2.263 3.927
H -7.058 0.466 0.079
H -8.260 1.128 -2.005
H -7.179 2.643 -2.220
H -6.468 0.984 -2.538
H -7.510 3.603 -0.193
H -6.944 2.997 1.446
H -9.673 3.068 1.044
H -9.466 1.834 -0.300
H -8.779 0.017 1.296
H -10.309 0.806 1.915
H -8.643 1.162 2.743
C 7.103 -4.565 4.378
Br 7.104 -2.627 4.459
Br 5.306 -5.288 4.486
Br 8.053 -5.223 2.821
H 7.644 -4.920 5.254
C 4.039 2.370 4.927
Br 5.019 2.183 6.589
Br 4.374 0.891 3.719
Br 2.140 2.628 5.231
H 4.409 3.271 4.439
C 1.557 2.132 9.326
Br -0.189 1.820 10.109
Br 2.307 3.830 9.889
Br 2.774 0.659 9.664
H 1.417 2.188 8.247
C -10.185 6.467 -0.498
Br -9.174 6.266 1.146
Br -9.902 4.977 -1.706
Br -12.070 6.768 -0.155
H -9.806 7.358 -0.998
C -7.164 6.584 -4.531
Br -6.209 5.109 -3.709
Br -8.785 5.989 -5.417
Br -7.518 8.006 -3.260
H -6.514 6.999 -5.300
C 2.361 -5.853 7.136
Br 3.339 -7.323 7.940
Br 0.748 -6.461 6.247
Br 1.991 -4.446 8.419
H 3.005 -5.424 6.370
C 3.962 -8.022 -1.403
Br 5.298 -8.594 -0.118
Br 4.616 -6.584 -2.528
Br 3.285 -9.508 -2.450
H 3.123 -7.624 -0.834
C -0.680 -9.154 8.836
Br 0.305 -9.362 10.494
Br -0.364 -10.632 7.620
Br -2.573 -8.873 9.152
H -0.301 -8.256 8.351
C -14.470 8.870 -3.168
Br -13.236 7.548 -3.868
Br -13.756 9.765 -1.602
Br -15.021 10.135 -4.531
H -15.364 8.336 -2.850
C 9.804 -2.315 -4.267
Br 10.786 -2.489 -5.931
Br 8.393 -0.995 -4.396
Br 9.132 -4.025 -3.645
H 10.508 -1.955 -3.518
C 8.882 4.103 6.310
Br 8.524 2.504 5.270
Br 7.267 5.122 6.650
Br 9.837 3.698 7.949
H 9.535 4.734 5.709
C -0.726 5.881 5.484
Br -1.087 4.286 4.441
Br -2.342 6.896 5.834
Br 0.237 5.467 7.116
H -0.076 6.515 4.883
C 7.862 9.558 6.404
Br 9.563 8.874 7.037
Br 7.520 9.049 4.564
Br 6.402 9.050 7.575
H 7.927 10.644 6.428
C 6.375 -0.066 -8.024
Br 4.769 0.267 -6.990
Br 7.712 1.311 -7.741
Br 7.080 -1.840 -7.695
H 6.095 -0.026 -9.076
C -8.776 2.004 -6.297
Br -7.091 1.282 -5.665
Br -9.131 1.495 -8.134
Br -10.247 1.539 -5.121
H -8.684 3.090 -6.279
C 7.579 -7.293 9.244
Br 8.833 -8.598 8.546
Br 8.266 -6.405 10.825
Br 7.029 -6.023 7.885
H 6.687 -7.839 9.548
C 7.212 -0.692 -12.637
Br 5.598 -0.355 -11.614
Br 8.547 0.685 -12.349
Br 7.919 -2.466 -12.301
H 6.935 -0.653 -13.690
C -7.369 -2.025 -7.885
Br -7.136 -1.798 -9.798
Br -8.755 -3.318 -7.476
Br -5.696 -2.455 -7.002
H -7.701 -1.066 -7.489
*
```

As for the largest force on an atom: 0.101 hartree/bohr. The value obtained for the total energy is -141594.37602 Ha. The value obtained for the HOMO-LUMO gap is 0.2833 hartree.

Löwdin atomic charge list, values in e, 5 entries:
1. C -0.14
2. C -0.22
3. C -0.22
4. C -0.23
5. C -0.20



[2]
Density functional theory data (ωB97M-V/def2-TZVPD) for C24H34N2 in the gas phase.

```
! RIJCOSX wB97M-V def2-TZVPD def2/J DEFGRID3
* xyz 0 1
C -6.912 -0.597 1.177
C -6.047 -0.283 -0.037
C -4.585 -0.071 0.349
C -3.715 0.246 -0.870
N -2.343 0.519 -0.475
C -1.708 1.549 -1.286
C -0.472 2.119 -0.643
C -0.562 2.706 0.615
C 0.560 3.226 1.232
C 1.791 3.172 0.597
C 1.888 2.608 -0.663
C 0.761 2.091 -1.280
C -1.570 -0.701 -0.240
C -0.674 -0.563 0.996
C 0.081 -1.874 1.252
N 0.868 -2.320 0.116
C 2.042 -1.509 -0.156
C 3.172 -1.773 0.850
C 4.361 -0.934 0.485
C 4.397 0.411 0.835
C 5.463 1.210 0.462
C 6.511 0.673 -0.267
C 6.485 -0.665 -0.620
C 5.416 -1.461 -0.249
C 0.002 -2.485 -1.035
C -0.733 -1.198 -1.428
H -6.870 0.219 1.895
H -6.564 -1.503 1.669
H -7.948 -0.743 0.882
H -6.425 0.616 -0.529
H -6.115 -1.104 -0.754
H -4.504 0.758 1.054
H -4.212 -0.966 0.851
H -4.125 1.135 -1.355
H -3.781 -0.580 -1.597
H -1.475 1.206 -2.308
H -2.434 2.365 -1.377
H -1.521 2.730 1.110
H 0.478 3.674 2.212
H 2.669 3.573 1.080
H 2.845 2.563 -1.164
H 0.847 1.664 -2.270
H -2.300 -1.487 -0.013
H 0.043 0.243 0.853
H -1.289 -0.312 1.861
H 0.737 -1.762 2.117
H -0.635 -2.671 1.477
H 1.831 -0.428 -0.164
H 2.407 -1.779 -1.151
H 3.421 -2.834 0.832
H 2.837 -1.514 1.855
H 3.581 0.833 1.404
H 5.477 2.253 0.741
H 7.344 1.296 -0.558
H 7.300 -1.090 -1.188
H 5.399 -2.505 -0.529
H 0.603 -2.846 -1.874
H -0.728 -3.263 -0.785
H 0.007 -0.449 -1.707
H -1.377 -1.389 -2.289
*
```

The energy above the lowest of the compared OMol25 structures with the same formula, charge and spin is 2.09 kJ/mol. As for the largest force on an atom: 0.010 hartree/bohr. The value obtained for the total energy is -1044.42439 Ha. The value obtained for the HOMO-LUMO gap is 0.3315 hartree. Its SMILES is CCCCN(Cc1ccccc1)C1CCN(CCc2ccccc2)CC1.

Löwdin atomic charge list, values in e, 5 entries:
1. C -0.12
2. C -0.28
3. C -0.21
4. C -0.21
5. N -0.13



[3]
Density functional theory data (ωB97M-V/def2-TZVPD) for 4 unconnected molecules or ions with the total composition C22H44N2O6.

```
! RIJCOSX wB97M-V def2-TZVPD def2/J DEFGRID3
* xyz -2 1
C 5.016 3.307 0.918
C 5.263 1.989 1.693
O 5.288 0.943 1.000
O 5.266 1.806 2.926
H 5.294 4.159 1.538
H 4.003 3.349 0.517
H 5.750 3.402 0.117
C 1.204 1.563 0.413
C 1.760 1.729 1.808
O 2.320 0.776 2.374
O 1.872 2.844 2.324
H 0.468 2.355 0.271
H 0.723 0.592 0.294
H 2.055 1.506 -0.265
C -2.162 0.861 1.847
C -3.364 0.680 0.836
C -4.703 1.360 1.273
C -4.527 2.842 1.210
C -4.367 3.224 -0.242
C -3.174 2.511 -0.934
N -2.970 1.071 -0.563
O -1.871 0.421 -1.108
C -3.431 2.749 -2.468
C -1.919 3.279 -0.590
C -3.815 -0.794 0.877
H -1.760 1.874 1.816
H -1.258 0.307 1.593
H -2.530 0.863 2.873
H -5.505 0.883 0.709
H -4.880 1.015 2.291
H -3.676 3.242 1.762
H -5.471 3.332 1.447
H -4.135 4.280 -0.110
H -5.311 3.033 -0.752
H -4.087 2.029 -2.956
H -3.843 3.739 -2.664
H -2.430 2.633 -2.884
H -1.763 3.614 0.435
H -0.955 2.918 -0.949
H -1.907 4.198 -1.175
H -4.012 -1.177 1.878
H -3.095 -1.387 0.313
H -4.668 -0.901 0.207
H -1.108 0.758 -0.633
C 0.656 -2.143 1.800
C 0.990 -2.937 0.422
C -0.100 -2.472 -0.542
C 0.290 -2.354 -2.046
C 1.724 -1.756 -2.147
C 2.843 -2.528 -1.325
N 2.377 -2.504 0.071
O 3.353 -3.024 0.945
C 2.954 -3.892 -1.970
C 4.212 -1.768 -1.597
C 0.933 -4.458 0.616
H 0.604 -1.063 1.664
H -0.371 -2.406 2.050
H 1.189 -2.333 2.731
H -1.001 -3.082 -0.476
H -0.421 -1.503 -0.159
H 0.251 -3.349 -2.490
H -0.452 -1.725 -2.539
H 1.883 -0.701 -1.923
H 1.979 -1.666 -3.203
H 3.665 -4.497 -1.408
H 3.315 -3.799 -2.994
H 2.105 -4.571 -2.056
H 4.117 -1.679 -2.680
H 5.177 -2.273 -1.569
H 4.338 -0.797 -1.117
H 1.462 -4.866 1.477
H -0.127 -4.708 0.666
H 1.314 -4.968 -0.270
H 3.157 -3.953 0.800
*
```

The energy above the lowest of the compared OMol25 structures with the same formula, charge and spin is 162.74 kJ/mol. As for the largest force on an atom: 0.074 hartree/bohr. The value obtained for the total energy is -1425.39353 Ha. The value obtained for the HOMO-LUMO gap is 0.1418 hartree.

Löwdin atomic charge list, values in e, 5 entries:
1. C -0.06
2. C -0.80
3. O -0.14
4. O -0.11
5. H 0.04